(1)
This record from OMol25 describes a structure of composition C32H35BO2. The level of theory is ωB97M-V with the def2-TZVPD basis set.

Structure (ORCA input):
```
! RIJCOSX wB97M-V def2-TZVPD def2/J DEFGRID3
* xyz 0 1
C -0.04107 -1.69815 1.93120
C 0.01517 -0.59152 0.89058
C -0.04338 -1.30691 -0.45033
C -0.96677 0.54758 1.41678
C -1.51356 1.63798 0.47449
C -2.15169 0.04005 2.22771
O -0.10534 1.28630 2.32170
B 1.04311 1.25692 1.54220
C 2.04672 2.31790 1.12632
C 2.77492 2.10042 -0.05878
C 3.90004 2.87046 -0.30661
C 4.25422 3.86801 0.60656
C 3.40039 4.21226 1.66061
C 2.27826 3.43206 1.92460
C 1.86776 -3.82391 1.79800
C 3.10493 -3.17274 1.39918
C 3.44877 -1.91773 2.00033
C 4.61232 -1.24119 1.65208
C 5.46250 -1.77591 0.67153
C 5.12135 -2.99714 0.07863
C 3.98854 -3.69446 0.43829
O 1.30342 0.03318 0.93379
H -1.03086 -2.13546 1.88406
H 0.71864 -2.49228 1.74873
H 0.12281 -1.30118 2.93702
H -0.86523 -2.03868 -0.45846
H -0.10892 -0.59953 -1.28643
H 0.89099 -1.86663 -0.62912
H -2.57029 1.45965 0.26839
H -1.44967 2.59661 1.00240
H -0.95307 1.77551 -0.47066
H -2.84418 -0.55427 1.61786
H -1.80593 -0.52577 3.09746
H -2.71150 0.90026 2.60406
H 2.50074 1.30879 -0.76084
H 4.54226 2.62785 -1.15216
H 5.24898 4.30523 0.55471
H 3.65738 5.02762 2.33746
H 1.59421 3.63782 2.75452
H 1.80340 -3.68626 2.89534
H 1.67908 -4.86699 1.47668
H 2.80637 -1.51536 2.79820
H 4.84463 -0.28047 2.09686
H 6.32764 -1.21180 0.33775
H 5.74902 -3.39252 -0.70823
H 3.74138 -4.67586 0.08321
C -2.34970 -0.63648 -1.60649
C -3.67280 -0.56645 -1.01904
C -4.27308 -1.80188 -0.55343
C -5.54720 -1.77751 -0.00028
C -6.23131 -0.56687 0.21475
C -5.69425 0.61802 -0.30318
C -4.51142 0.57894 -1.02968
C -1.88864 0.34909 -2.58614
C -1.03516 -0.15358 -3.63236
C -0.53523 0.69642 -4.62185
C -0.81568 2.08030 -4.61745
C -1.63344 2.57801 -3.59259
C -2.21592 1.72179 -2.66401
H -2.04853 -1.67391 -1.85735
H -3.75131 -2.75749 -0.73277
H -5.99228 -2.70879 0.32497
H -7.20988 -0.54584 0.68043
H -6.16181 1.59007 -0.13509
H -4.31629 1.46012 -1.65984
H -0.80146 -1.22339 -3.66224
H 0.13210 0.28811 -5.38373
H -0.46181 2.73689 -5.42525
H -1.76372 3.64886 -3.48135
H -2.90971 2.18583 -1.96368
*
```

Summary:
relative energy (zero: lowest compared OMol25 entry of this formula, charge and spin)	0.0	kJ/mol
lowest unoccupied orbital energy	-3.0992	eV

(2)
This record from OMol25 describes a structure of composition C32H35BaF6N7O6S3. The level of theory is ωB97M-V with the def2-TZVPD basis set.

Structure (ORCA input):
```
! RIJCOSX wB97M-V def2-TZVPD def2/J DEFGRID3
* xyz 0 1
Ba 0.17821 1.44586 -0.70037
C -3.50596 0.96185 -3.03521
C -2.71291 -0.29319 -3.27278
C -3.35569 -1.44382 -3.70813
C -2.61845 -2.58831 -3.94723
C -1.25087 -2.54384 -3.77808
C -0.67423 -1.35736 -3.34403
N -1.38327 -0.25445 -3.06630
C 0.82206 -1.30003 -3.23807
C 1.57350 -1.80634 -4.29035
C 2.95156 -1.76324 -4.20673
C 3.53138 -1.26156 -3.05763
C 2.71207 -0.78984 -2.04071
N 1.37577 -0.77133 -2.14256
C 3.36933 -0.28829 -0.78516
C 4.47060 -0.96899 -0.29353
C 5.12564 -0.45050 0.80749
C 4.65793 0.71611 1.38359
C 3.52592 1.31988 0.86044
C 2.93230 2.55822 1.48343
N 2.89385 0.81704 -0.20837
H -3.59092 1.16677 -1.96549
H -4.50996 0.86991 -3.44886
H -3.00565 1.81440 -3.49305
H -4.42908 -1.43140 -3.85942
H -3.10389 -3.50106 -4.27633
H -0.63258 -3.41640 -3.95499
H 1.07703 -2.19516 -5.16967
H 3.56596 -2.11308 -5.02758
H 4.60572 -1.21283 -2.95003
H 4.78348 -1.90302 -0.74251
H 5.99431 -0.95710 1.21519
H 5.15235 1.15476 2.24167
H 2.80783 3.34010 0.72780
H 3.56272 2.94408 2.28310
H 1.94919 2.31390 1.89592
F -3.00649 5.21109 -1.53410
C -1.73471 5.21735 -1.17032
F -1.09721 6.22264 -1.73501
F -1.64338 5.30694 0.14678
S -1.03122 3.63493 -1.76839
O -1.75125 2.63923 -0.99516
O -1.23675 3.64768 -3.18701
N 0.49735 3.77042 -1.31830
S 1.53094 3.13643 -2.37858
O 1.01275 1.86772 -2.85552
O 2.86140 3.19499 -1.88397
C 1.56481 4.29243 -3.88349
F 0.94940 5.42638 -3.60620
F 1.01965 3.69570 -4.92068
F 2.83913 4.54005 -4.13454
N -0.52841 3.34188 1.92155
H -0.16461 4.28831 1.91432
H -0.23116 2.87725 2.77069
H -1.53919 3.41814 1.93039
C 0.83993 -2.69013 7.22448
C 0.80464 -2.21700 5.78925
C -0.26621 -1.48157 5.29888
C -0.29969 -1.00520 3.99264
C -1.54948 -0.25574 3.55860
C 0.78163 -1.27009 3.12889
C 1.84243 -2.05872 3.58867
C 3.03210 -2.45436 2.73585
C 1.83812 -2.50461 4.91274
C 0.75769 -0.69677 1.72425
O 1.12622 -1.38091 0.75422
O 0.34643 0.51266 1.63339
H -0.08054 -2.43077 7.75083
H 1.67355 -2.23685 7.76616
H 0.96795 -3.77353 7.28174
H -1.10991 -1.27306 5.95357
H -2.33617 -0.38287 4.30689
H -1.91058 -0.62474 2.59530
H -1.35129 0.80942 3.42540
H 2.87535 -2.22539 1.68567
H 3.21315 -3.52941 2.83399
H 3.93391 -1.93928 3.08487
H 2.67553 -3.11252 5.25871
S -1.57677 -1.99532 -0.12513
C -3.23409 -2.00476 -0.24533
N -4.06136 -0.93157 -0.07237
C -5.46660 -1.30914 0.04800
C -5.45844 -2.75433 -0.49219
N -4.03402 -3.06243 -0.51046
H -3.68154 -0.12331 0.38644
H -6.10505 -0.65754 -0.54493
H -5.80526 -1.27389 1.08420
H -5.89593 -2.81221 -1.49025
H -6.00577 -3.42972 0.16098
H -3.63618 -3.96563 -0.69186
*
```

Summary:
relative energy (zero: lowest compared OMol25 entry of this formula, charge and spin)	392.2	kJ/mol
lowest unoccupied orbital energy	0.2481	eV

(3)
This record from OMol25 describes a structure of composition C32H35ClGeHfIN12O3S2Se. The level of theory is ωB97M-V with the def2-TZVPD basis set.

Structure (ORCA input):
```
! RIJCOSX wB97M-V def2-TZVPD def2/J DEFGRID3
* xyz 3 1
Hf 0.00389 -0.51883 0.27630
N -2.33656 2.32945 -0.91896
N -2.28136 1.96386 -2.27002
C -1.29374 1.16935 -2.71528
N -1.19595 1.00327 -4.03368
N -0.47196 0.61106 -1.80883
N 0.62390 -0.17055 -2.34265
O 1.19802 0.05603 -3.40167
O 1.52387 -0.11955 -1.17521
H -3.24167 2.76422 -0.78480
H -1.61965 3.03273 -0.73970
H -2.72109 2.57451 -2.94261
H -1.80207 1.51637 -4.65289
H -0.36638 0.58694 -4.41903
Cl 0.06182 2.07399 6.84389
C 0.02025 1.86897 5.13907
C -0.27409 2.92566 4.32575
C -0.28626 2.78083 2.91431
I -0.80608 4.44616 1.78430
C 0.03875 1.58907 2.32091
O 0.12430 1.35163 0.99933
C 0.24374 0.47212 3.17001
N 0.36742 -0.72678 2.52858
C 0.51815 -1.81803 3.26303
C 0.58618 -1.79466 4.65714
C 0.46062 -0.59499 5.31484
C 0.25899 0.58250 4.57287
H -0.49701 3.88785 4.76373
H 0.58536 -2.75596 2.72890
H 0.72238 -2.71798 5.20026
H 0.49682 -0.54614 6.39474
N 4.04836 -3.35583 2.07251
C 2.85407 -3.39958 1.49925
N 2.08263 -4.47447 1.70657
S 2.39736 -2.09727 0.48680
H 4.45566 -4.14813 2.54620
H 4.61497 -2.53086 1.96018
H 2.42170 -5.27544 2.21921
H 1.27594 -4.61074 1.12159
Ge 2.92793 1.36696 -1.34884
C 1.97991 2.78932 -2.22123
C 2.23129 3.00639 -3.57847
C 1.58814 4.03339 -4.25622
C 0.68251 4.84257 -3.58892
C 0.42177 4.63331 -2.24081
C 1.06917 3.61499 -1.55798
C 3.54002 1.46173 0.46463
C 3.02227 2.34118 1.42028
C 3.57443 2.39929 2.68998
C 4.65918 1.59662 3.01340
C 5.19905 0.73774 2.06795
C 4.64293 0.66762 0.80047
H 3.88690 0.60951 -2.25412
H 2.93495 2.38029 -4.11098
H 1.80580 4.20995 -5.30022
H 0.19508 5.65241 -4.11415
H -0.26070 5.28909 -1.71549
H 0.85657 3.46745 -0.51101
H 2.19633 2.99242 1.18034
H 3.17860 3.09348 3.41981
H 5.10461 1.66384 3.99616
H 6.07442 0.15012 2.31068
H 5.08236 0.00829 0.06133
Se -0.27042 -2.06456 -2.16005
C 1.14711 -3.21179 -2.71284
C 1.70863 -3.00975 -3.96455
C 2.72910 -3.87757 -4.34867
N 3.14153 -4.89475 -3.60970
C 2.55374 -5.10223 -2.43815
C 1.56280 -4.27921 -1.92701
H 1.38158 -2.22386 -4.62756
H 3.21932 -3.74765 -5.30526
H 2.89494 -5.96374 -1.87842
H 1.11718 -4.48192 -0.96184
C -1.63320 -4.74964 0.63729
C -2.90621 -4.13622 1.20484
C -2.87261 -2.64341 1.20929
N -1.87421 -1.90615 0.84980
N -2.10989 -0.55315 0.94692
C -3.30166 -0.26228 1.43088
N -3.71366 0.97433 1.67504
S -4.23616 -1.69132 1.72942
H -1.69126 -5.83414 0.68856
H -0.76785 -4.42117 1.21757
H -1.48504 -4.46688 -0.40506
H -3.07581 -4.47532 2.23122
H -3.78038 -4.46046 0.63512
H -3.10082 1.74127 1.43897
H -4.61428 1.16840 2.08104
*
```

Summary:
relative energy (zero: lowest compared OMol25 entry of this formula, charge and spin)	105.3	kJ/mol
lowest unoccupied orbital energy	-8.5080	eV

(4)
This record from OMol25 describes a structure of composition C32H35GaN5O3P2S2Se2. The level of theory is ωB97M-V with the def2-TZVPD basis set.

Structure (ORCA input):
```
! RIJCOSX wB97M-V def2-TZVPD def2/J DEFGRID3
* xyz 1 1
Ga -0.80713 2.68266 -0.52050
Se -0.11136 -3.62979 -1.48187
P 1.62315 -2.44626 -1.44111
C 2.72967 -2.64090 -2.84953
C 2.16905 -2.73754 -4.12285
C 2.99169 -2.84016 -5.23101
C 4.37329 -2.85717 -5.07255
C 4.93063 -2.76963 -3.80685
C 4.11027 -2.65744 -2.69171
C 2.61868 -2.70079 0.05240
C 2.72686 -4.01434 0.51148
C 3.48589 -4.30031 1.63428
C 4.13188 -3.27653 2.31640
C 4.02416 -1.96963 1.86587
C 3.27523 -1.67747 0.73237
C 1.22232 -0.68638 -1.44668
C 0.02799 0.00337 -1.34876
N 0.38507 1.31498 -1.30604
N 1.70519 1.42554 -1.38046
N 2.21981 0.23308 -1.49777
P -1.71160 -0.38934 -1.21027
Se -2.77047 1.54929 -1.24856
C -2.35632 -1.28731 -2.61157
C -3.13446 -2.42870 -2.45772
C -3.63241 -3.06659 -3.58159
C -3.34092 -2.57402 -4.84647
C -2.55918 -1.43578 -4.99570
C -2.07047 -0.78169 -3.87706
C -2.03918 -1.17368 0.36898
C -3.36341 -1.33513 0.77930
C -3.63706 -1.87370 2.02608
C -2.59200 -2.23194 2.87089
C -1.27530 -2.05621 2.46858
C -0.99386 -1.53179 1.21507
H 1.09146 -2.75353 -4.24022
H 2.55874 -2.91614 -6.22018
H 5.01503 -2.94442 -5.94066
H 6.00561 -2.78689 -3.68264
H 4.55114 -2.58105 -1.70585
H 2.19980 -4.80857 -0.00369
H 3.56808 -5.32259 1.98121
H 4.72192 -3.50045 3.19678
H 4.53732 -1.17148 2.38818
H 3.23078 -0.65956 0.37007
H -3.31766 -2.84360 -1.47504
H -4.23432 -3.95937 -3.47125
H -3.72211 -3.08252 -5.72280
H -2.33361 -1.05442 -5.98297
H -1.46970 0.11324 -3.99160
H -4.18203 -1.02931 0.13796
H -4.66445 -2.01317 2.33820
H -2.80826 -2.65855 3.84260
H -0.46116 -2.34771 3.12071
H 0.03465 -1.41211 0.90095
C -2.72280 2.18399 2.31333
N -1.73038 2.53127 3.32711
C -2.10093 2.14037 4.69419
C -0.46571 2.78689 3.00040
S 0.28405 2.30654 1.50114
N 0.34046 3.34329 3.91570
C 1.79865 3.36989 3.75276
C -0.17758 4.27500 4.92486
H -3.70828 2.28750 2.76265
H -2.58899 1.15443 1.97666
H -2.67005 2.86946 1.47853
H -2.64649 1.19946 4.62466
H -2.73823 2.88213 5.17419
H -1.21183 1.97724 5.29505
H 2.17354 2.39177 3.46327
H 2.22758 3.63735 4.71587
H 2.10075 4.10462 3.00461
H -1.21148 4.52255 4.71015
H 0.41209 5.18835 4.86681
H -0.09885 3.87041 5.93277
C -0.63734 6.70920 -1.02383
S -1.37202 5.13538 -1.26144
O -2.40302 5.24028 -2.24077
O -1.78957 4.55935 0.05191
O -0.24267 4.19011 -1.64070
H -1.44544 7.43473 -0.97027
H -0.00881 6.90121 -1.89221
H -0.04356 6.70073 -0.11217
*
```

Summary:
relative energy (zero: lowest compared OMol25 entry of this formula, charge and spin)	53.2	kJ/mol
lowest unoccupied orbital energy	-2.4450	eV

(5)
This record from OMol25 describes a structure of composition C32H35Mg2N10O9. The level of theory is ωB97M-V with the def2-TZVPD basis set.

Structure (ORCA input):
```
! RIJCOSX wB97M-V def2-TZVPD def2/J DEFGRID3
* xyz 1 1
Mg 2.21353 -32.05314 -6.91427
Mg 1.43887 -25.95428 -9.42006
N 2.02774 -27.81903 -5.36130
O 1.83733 -26.96298 -6.29696
O 2.63532 -27.56907 -4.26903
O 1.84792 -28.99720 -5.63860
N 4.82045 -29.05128 -9.04791
O 4.25675 -30.06996 -8.75672
O 6.00231 -28.83710 -8.75979
O 4.14029 -28.13869 -9.47916
N -0.74839 -30.07638 -9.33859
O -0.13959 -29.03176 -9.65366
O -0.11783 -31.08848 -8.98466
O -1.97228 -30.01347 -9.22253
N -6.58521 -30.05792 -7.23169
C -7.47449 -29.04278 -6.82054
C -8.45425 -29.67252 -6.07603
C -8.20598 -31.05867 -6.05106
C -7.12336 -31.25412 -6.84622
H -5.69307 -29.96059 -7.69508
H -7.19659 -28.03407 -7.08827
H -9.26298 -29.16854 -5.56773
H -8.81852 -31.83033 -5.60866
H -6.57371 -32.17280 -6.98872
N -3.19584 -25.45872 -2.30953
C -4.06612 -26.46741 -2.13258
C -4.03139 -27.39550 -3.16235
C -3.12612 -26.85852 -4.06782
C -2.67533 -25.65839 -3.55321
H -2.96481 -24.72214 -1.65823
H -4.68004 -26.50855 -1.24499
H -4.56018 -28.33628 -3.20354
H -2.91048 -27.37429 -4.99188
H -1.92771 -24.95647 -3.89199
N -2.90421 -36.39141 -10.40314
C -2.44057 -37.49679 -9.73504
C -2.66293 -37.33484 -8.39292
C -3.41543 -36.16154 -8.28681
C -3.40724 -35.49494 -9.49113
H -2.81084 -36.19966 -11.39037
H -1.98789 -38.28368 -10.32010
H -2.44906 -38.00801 -7.57592
H -3.82495 -35.78529 -7.36100
H -3.68217 -34.51022 -9.83917
N 1.63742 -25.49380 -12.86127
C 0.53103 -25.36980 -13.69553
C 0.67560 -25.14988 -15.06395
C 1.91213 -25.10760 -15.62688
C 3.05649 -25.23724 -14.87861
C 2.86014 -25.44365 -13.47349
H -0.48052 -25.43361 -13.32258
H -0.16174 -24.96117 -15.71942
H 1.98621 -24.88842 -16.68181
H 4.04284 -25.17456 -15.31403
H 3.77688 -25.68189 -12.95460
N -0.13274 -33.44957 -4.92190
C -1.37991 -32.91924 -4.64521
C -2.27258 -33.36998 -3.67228
C -1.99058 -34.60058 -3.09756
C -0.82570 -35.29645 -3.49314
C 0.06285 -34.67299 -4.37657
H -1.57384 -32.00760 -5.19083
H -3.14823 -32.81235 -3.37448
H -2.59235 -34.93826 -2.26676
H -0.65012 -36.35582 -3.37777
H 0.90182 -35.24080 -4.75090
N -1.57252 -24.28000 -8.74233
C -2.83732 -24.63092 -9.23065
C -4.02652 -23.89876 -9.11551
C -3.92575 -22.67816 -8.44811
C -2.74137 -22.34550 -7.75957
C -1.67070 -23.19699 -7.87757
H -2.99115 -25.53305 -9.80415
H -4.96624 -24.16247 -9.57789
H -4.81047 -22.09637 -8.23554
H -2.60834 -21.45355 -7.16533
H -0.75857 -22.87952 -7.39423
N 3.22990 -34.77004 -8.75380
C 2.33869 -35.71802 -9.31319
C 2.75348 -36.87269 -10.05689
C 4.14821 -36.97444 -10.34968
C 5.04039 -36.08433 -9.75819
C 4.57796 -35.01583 -9.01790
H 1.31752 -35.49744 -9.03942
H 2.02651 -37.49045 -10.56311
H 4.56923 -37.68260 -11.04801
H 6.10345 -36.24693 -9.85756
H 5.29170 -34.33226 -8.58236
*
```

Summary:
relative energy (zero: lowest compared OMol25 entry of this formula, charge and spin)	1838.4	kJ/mol
lowest unoccupied orbital energy	-6.6892	eV

| no. | HOMO-LUMO gap (eV) |
| --- | --- |
| 1 | 2.105 |
| 2 | 7.983 |
| 3 | 6.944 |
| 4 | 7.783 |
| 5 | 2.636 |